# 1
{
  "formula": "C23H44MoN5O4",
  "method": "wB97M-V/def2-TZVPD",
  "symbols": ["Mo", "C", "C", "C", "C", "C", "C", "N", "C", "C", "N", "C", "C", "O", "O", "C", "C", "C", "C", "C", "C", "N", "C", "C", "N", "C", "C", "O", "O", "H", "H", "H", "H", "H", "H", "H", "H", "H", "H", "H", "H", "H", "H", "H", "H", "H", "H", "H", "H", "H", "H", "H", "H", "H", "H", "H", "H", "H", "H", "H", "H", "H", "H", "H", "H", "H", "H", "H", "C", "C", "C", "N", "H", "H", "H", "H", "H"],
  "xyz": [[1.125, -0.515, -1.059], [2.784, -0.560, 1.850], [1.852, -1.759, 1.815], [0.551, -1.738, 2.676], [0.287, -0.816, 3.904], [1.501, -0.312, 4.675], [-0.630, -1.577, 4.862], [-0.482, 0.446, 3.453], [-1.916, 0.268, 3.030], [-2.456, 1.395, 2.158], [-1.937, 1.366, 0.780], [-1.087, 2.538, 0.457], [0.312, 2.012, 0.606], [0.985, 2.119, 1.598], [0.691, 1.227, -0.422], [-2.996, 1.119, -0.252], [-3.932, 2.309, -0.440], [-2.363, 0.700, -1.587], [-1.928, -0.767, -1.754], [-1.197, -0.935, -3.080], [-3.149, -1.685, -1.707], [-0.908, -1.111, -0.625], [-0.977, -2.512, -0.106], [0.400, -3.115, 0.186], [1.536, -2.121, 0.347], [2.738, -2.820, -0.233], [2.550, -2.925, -1.737], [3.025, -3.724, -2.456], [1.724, -1.898, -2.184], [3.312, -0.536, 2.799], [2.282, 0.394, 1.712], [3.560, -0.646, 1.091], [2.426, -2.624, 2.156], [0.447, -2.745, 3.081], [-0.314, -1.623, 2.025], [2.198, -1.130, 4.855], [1.190, 0.060, 5.653], [2.029, 0.490, 4.163], [-0.049, -2.355, 5.355], [-1.469, -2.059, 4.358], [-1.016, -0.922, 5.645], [0.064, 0.938, 2.727], [-0.471, 1.090, 4.249], [-2.507, 0.177, 3.939], [-1.992, -0.674, 2.490], [-2.280, 2.366, 2.628], [-3.540, 1.264, 2.145], [-1.237, 3.380, 1.131], [-1.262, 2.880, -0.558], [-3.580, 0.279, 0.137], [-3.438, 3.141, -0.945], [-4.324, 2.671, 0.511], [-4.785, 2.019, -1.053], [-1.528, 1.362, -1.829], [-3.095, 0.878, -2.376], [-1.871, -0.730, -3.912], [-0.806, -1.945, -3.211], [-0.371, -0.210, -3.194], [-3.918, -1.261, -2.351], [-3.579, -1.780, -0.709], [-2.940, -2.682, -2.093], [-1.166, -0.464, 0.140], [-1.447, -3.143, -0.853], [-1.629, -2.535, 0.767], [0.664, -3.758, -0.650], [0.373, -3.758, 1.066], [2.851, -3.812, 0.206], [3.642, -2.248, -0.030], [6.174, 0.075, -3.043], [5.326, 1.214, -2.450], [4.076, 0.726, -1.899], [3.092, 0.321, -1.461], [7.083, 0.509, -3.453], [5.644, -0.434, -3.845], [6.456, -0.646, -2.279], [5.067, 1.959, -3.209], [5.848, 1.741, -1.647]],
  "multiplicity": 3,
  "e_homo_ha": [-0.6636, -0.6636],
  "charge": 3,
  "fmax_ev_per_a": 0.2,
  "gap_ev": [7.0, 7.3],
  "s_squared": 2.01,
  "e_lumo_ha": [-0.40672, -0.39459],
  "total_energy_ev": -42036.46948
}

***

# 2
{
  "formula": "C23H44NO7",
  "method": "wB97M-V/def2-TZVPD",
  "symbols": ["C", "C", "C", "O", "O", "C", "C", "C", "C", "N", "C", "C", "C", "C", "O", "O", "H", "H", "H", "H", "H", "H", "H", "H", "H", "H", "H", "H", "H", "H", "C", "C", "O", "C", "C", "H", "H", "H", "H", "H", "H", "H", "H", "H", "H", "C", "C", "O", "C", "C", "H", "H", "H", "H", "H", "H", "H", "H", "H", "H", "C", "C", "O", "C", "C", "H", "H", "H", "H", "H", "H", "H", "H", "H", "H"],
  "xyz": [[7.134, -4.708, -0.961], [6.152, -3.769, -0.191], [5.761, -2.644, -1.131], [6.438, -1.662, -1.248], [4.566, -2.701, -1.889], [3.468, -2.899, -1.009], [2.128, -2.533, -1.719], [1.116, -3.588, -1.341], [1.048, -4.761, -2.032], [0.163, -5.683, -1.675], [-0.698, -5.537, -0.675], [-0.663, -4.395, 0.053], [0.259, -3.405, -0.266], [0.267, -2.149, 0.598], [-0.104, -1.082, 0.190], [0.710, -2.334, 1.860], [8.167, -4.395, -0.832], [7.023, -5.726, -0.582], [6.826, -4.741, -2.009], [6.644, -3.301, 0.660], [5.317, -4.385, 0.146], [3.430, -3.971, -0.768], [3.527, -2.326, -0.076], [1.808, -1.543, -1.395], [2.278, -2.505, -2.801], [1.740, -4.912, -2.852], [0.141, -6.553, -2.199], [-1.417, -6.311, -0.445], [-1.336, -4.247, 0.889], [0.819, -3.282, 2.017], [-1.731, -2.441, -3.674], [-1.172, -3.399, -4.714], [-2.160, -4.072, -5.460], [-3.041, -3.252, -6.220], [-2.341, -2.396, -7.259], [-2.397, -2.968, -2.987], [-0.921, -1.987, -3.099], [-2.305, -1.635, -4.129], [-0.598, -4.181, -4.207], [-0.472, -2.887, -5.384], [-3.656, -2.638, -5.554], [-3.723, -3.937, -6.723], [-1.652, -1.681, -6.804], [-3.072, -1.830, -7.835], [-1.763, -3.020, -7.942], [0.029, 1.661, 2.050], [-1.441, 1.936, 2.317], [-1.736, 3.298, 2.557], [-1.424, 4.199, 1.507], [-2.155, 3.902, 0.209], [0.640, 2.011, 2.884], [0.194, 0.594, 1.919], [0.382, 2.166, 1.150], [-1.746, 1.401, 3.218], [-2.064, 1.550, 1.502], [-0.341, 4.237, 1.349], [-1.717, 5.188, 1.858], [-1.888, 2.924, -0.195], [-1.910, 4.652, -0.543], [-3.234, 3.906, 0.370], [-1.040, 8.117, 6.674], [-2.369, 8.518, 6.059], [-2.427, 8.343, 4.654], [-2.237, 7.023, 4.181], [-3.264, 6.032, 4.699], [-0.223, 8.677, 6.216], [-1.044, 8.317, 7.746], [-0.829, 7.055, 6.535], [-2.538, 9.581, 6.234], [-3.199, 7.990, 6.542], [-1.217, 6.684, 4.398], [-2.318, 7.078, 3.094], [-3.220, 5.929, 5.784], [-3.094, 5.045, 4.263], [-4.273, 6.359, 4.442]],
  "e_homo_ha": -0.3871,
  "charge": 1,
  "fmax_ev_per_a": 1.8,
  "gap_ev": 5.4,
  "relative_energy_kj_mol": 0.0,
  "e_lumo_ha": -0.18837,
  "total_energy_ev": -40378.79232
}